Record 1
DFT (ωB97M-V/def2-TZVPD) results for the molecule C5H4N2.

DFT total energy: -302.14947 hartree
Orbital gap (alpha / beta): 7.1 / 7.1 eV
Net charge: 0
ΔE to the lowest compared entry with this formula, charge and spin: 7.588 eV
Lowest unoccupied orbital energy (alpha / beta): -0.854 / -0.856 eV

Last column: natural (NBO) charge in e.
Element x y z (Å)
C -1.5893 -0.2618 2.2454  -0.07
C -0.8593 -0.0002 1.2902  -0.12
C 0.3784 -0.0225 0.3864  0.03
C -0.4951 0.9127 0.0574  -0.11
N 0.5867 0.4562 -2.0318  -0.44
N 1.2640 -0.5348 -1.6498  -0.12
C 1.2263 -0.8417 -0.3040  -0.23
H -2.3689 -0.5035 2.9362  0.24
H -0.5834 1.9885 0.0668  0.26
H 0.6575 0.4994 -3.0529  0.34
H 1.7832 -1.6924 0.0562  0.22

---

Record 2
DFT (ωB97M-V/def2-TZVPD) results for a cluster of 2 separate species, C5H8BrN2O2 in total at a distorted geometry.

DFT total energy: -3028.90666 hartree
Orbital gap: 8.5 eV
Net charge: +1
ΔE to the lowest compared entry with this formula, charge and spin: 2.516 eV
Lowest unoccupied orbital energy: -5.131 eV

Last column: natural (NBO) charge in e.
Element x y z (Å)
C 0.6990 2.6580 -0.0512  0.66
C 1.3369 -0.6109 -0.1937  1.01
C -0.5915 2.8843 0.6944  -0.30
C -0.4031 -1.5099 1.1629  -0.39
C -0.0755 -2.2571 -1.2106  -0.41
N -0.1353 1.5944 -0.1129  -0.55
N 0.4183 -1.4573 -0.0813  -0.42
O 1.8002 3.0997 -0.2207  -0.43
O 2.2351 0.0850 -0.3089  -0.29
Br -1.2373 0.8822 -1.6288  0.19
H -0.6430 2.6874 1.7524  0.23
H -1.2291 3.6230 0.3005  0.24
H -1.4478 -1.1450 1.0730  0.25
H -0.3404 -2.6058 1.3500  0.24
H 0.0773 -1.0198 1.9200  0.23
H -0.7562 -1.4825 -1.5552  0.24
H 0.7946 -2.1958 -1.8762  0.23
H -0.5022 -3.2298 -1.0139  0.26

---

Record 3
DFT (ωB97M-V/def2-TZVPD) results for a structure of composition C14H35Cl2N2OPPt at a distorted geometry.

⟨S²⟩: 6.02
DFT total energy: -2119.94955 hartree
Orbital gap (alpha / beta): 3.7 / 5.5 eV
Net charge: 0
2S+1: 5
Lowest unoccupied orbital energy (alpha / beta): 0.424 / -1.888 eV

Last column: natural (NBO) charge in e.
Element x y z (Å)
Pt -0.1529 -0.2414 0.7906  0.70
Cl -1.1826 1.6174 0.6882  -0.53
Cl 1.1204 -2.0072 0.2676  -0.60
H -1.4358 -1.2432 0.5208  -0.22
H 1.1083 0.6973 0.2989  -0.21
P -0.0199 0.0638 -3.1180  1.48
C 0.2365 1.8375 -3.3763  -0.57
C 1.1534 -1.1054 -3.7757  -0.61
C -1.8184 -0.2127 -3.2017  -0.57
C 1.1690 2.5719 -2.4150  -0.62
H -0.7747 2.2585 -3.2110  0.25
C 0.6381 2.0489 -4.8618  -0.61
H 1.5725 1.4833 -5.0851  0.21
H 0.7625 3.1431 -5.0278  0.23
H -0.1573 1.6605 -5.5331  0.21
H 0.7338 2.6332 -1.4095  0.26
H 1.3398 3.6065 -2.7582  0.21
H 2.1509 2.1020 -2.3170  0.22
H -2.2211 0.6785 -2.6676  0.26
C -2.3642 -1.4402 -2.4867  -0.63
C -2.3249 -0.1921 -4.6692  -0.61
H -2.3257 0.8229 -5.0808  0.21
H -3.3623 -0.5912 -4.6437  0.23
H -1.6883 -0.8057 -5.3236  0.21
H -1.9333 -1.6121 -1.4630  0.27
H -2.2167 -2.3619 -3.1023  0.20
H -3.4720 -1.2648 -2.3557  0.22
C 2.5444 -0.8502 -3.1444  -0.63
H 1.1211 -0.8807 -4.8503  0.24
C 0.8089 -2.5682 -3.4511  -0.62
H 2.8607 0.2146 -3.1476  0.21
H 3.3230 -1.4340 -3.7029  0.23
H 2.5511 -1.2018 -2.0657  0.27
H 0.8000 -2.7478 -2.3524  0.27
H 1.5700 -3.2462 -3.8763  0.23
H -0.1484 -2.8638 -3.8401  0.21
C 0.5292 2.4544 4.3552  -0.39
N 0.2672 1.2770 5.1528  -0.45
C 0.3019 1.4012 6.5969  -0.40
C 0.0168 0.1176 4.4682  0.80
O 0.0222 0.1697 3.2226  -0.75
N -0.2264 -1.0695 5.0872  -0.45
C -0.3368 -1.3657 6.5025  -0.41
C -0.4958 -2.2343 4.2534  -0.41
H 0.6174 3.2883 5.0836  0.18
H -0.2684 2.6571 3.6426  0.23
H 1.4733 2.3856 3.7932  0.20
H -0.6898 1.1822 7.0330  0.19
H 1.0985 0.7737 7.0327  0.19
H 0.5419 2.4582 6.7896  0.21
H -1.3582 -1.7400 6.6911  0.19
H 0.3937 -2.1565 6.7358  0.19
H -0.1463 -0.5000 7.1288  0.22
H -1.3945 -2.1066 3.6255  0.22
H 0.3577 -2.4896 3.5949  0.23
H -0.6692 -3.0721 4.9583  0.19

---

Record 4
DFT (ωB97M-V/def2-TZVPD) results for a structure of composition C29H38F3NO5P2S2Si2 at a distorted geometry.

DFT total energy: -3916.58220 hartree
Orbital gap: 8.3 eV
Net charge: 0
Lowest unoccupied orbital energy: -0.433 eV

Last column: Mulliken charge in e.
Element x y z (Å)
N -0.6817 3.9005 -6.1720  -0.58
P 0.4360 2.8346 -6.4928  0.18
Si 0.9339 1.6684 -4.5974  -0.02
C 1.6913 0.0256 -5.1077  -0.86
C 2.1760 -0.6642 -3.8206  0.34
C 1.1662 -1.2746 -2.9613  -0.29
O 1.9049 0.0427 -2.6624  -0.37
O -0.4709 1.5880 -3.7628  0.28
Si -1.9093 1.0740 -4.3715  0.29
S -2.6963 -0.2500 -2.9032  -0.43
C -3.1094 2.4937 -4.6992  -0.73
O -4.4624 2.0040 -4.5149  -0.37
C -5.2265 1.9942 -5.6028  0.95
F -5.2559 3.1621 -6.2420  -0.26
F -4.7969 1.0978 -6.5049  -0.27
F -6.4437 1.6759 -5.2630  -0.26
P 2.4552 2.9470 -3.4889  0.67
O 2.7346 4.2666 -4.3776  -0.56
O 3.8558 2.1570 -3.4978  -0.52
S 1.8320 3.3830 -1.7490  -0.43
H -0.4078 4.8553 -6.3594  0.19
H 1.6534 3.3449 -6.9946  0.06
H 0.0212 1.9050 -7.4780  0.08
H 2.5692 0.2043 -5.7327  0.45
H 0.9999 -0.6318 -5.6286  0.46
H 3.1304 -1.1852 -3.8785  0.35
H 1.4517 -1.8666 -2.1073  0.32
H 0.1306 -0.9790 -3.0309  -0.23
H -1.6834 0.3121 -5.6267  -0.15
H -3.6432 -0.8221 -3.6438  0.13
H -2.9571 2.9252 -5.6808  0.50
H -2.9423 3.2851 -3.9742  0.34
H 3.1654 4.0688 -5.2202  0.36
H 4.1843 1.9563 -4.3851  0.34
C -5.1334 -1.8161 2.8507  -0.58
C -4.8112 -0.4742 2.7069  -0.25
C -4.4787 0.0289 1.4566  -0.67
C -4.4768 -0.8077 0.3497  0.09
C -4.8037 -2.1492 0.4946  -0.43
C -5.1264 -2.6552 1.7450  -0.26
H -5.3867 -2.2093 3.8276  0.36
H -4.8169 0.1793 3.5696  0.38
H -4.2204 1.0739 1.3444  0.37
H -4.2152 -0.4142 -0.6244  0.27
H -4.8018 -2.8031 -0.3683  0.37
H -5.3707 -3.7034 1.8582  0.38
C 2.6067 4.5850 2.7129  -0.61
C 3.0000 3.7767 1.6554  0.17
C 4.1494 3.0076 1.7616  -0.42
C 4.9009 3.0403 2.9275  -0.29
C 4.5063 3.8461 3.9868  -0.50
C 3.3605 4.6219 3.8781  -0.28
H 1.7105 5.1861 2.6290  0.37
H 2.4177 3.7343 0.7441  -0.04
H 4.4538 2.3798 0.9339  0.43
H 5.7935 2.4334 3.0124  0.41
H 5.0902 3.8673 4.8985  0.37
H 3.0541 5.2528 4.7026  0.37
C -3.1228 -6.6008 3.9675  -0.46
C -3.4605 -5.2567 3.8963  -0.28
C -2.5510 -4.3359 3.3960  -0.11
C -1.3035 -4.7615 2.9618  -0.69
C -0.9656 -6.1060 3.0306  -0.34
C -1.8741 -7.0254 3.5356  -0.38
H -3.8323 -7.3177 4.3600  0.36
H -4.4356 -4.9258 4.2319  0.37
H -2.8134 -3.2886 3.3438  0.41
H -0.5951 -4.0440 2.5685  0.40
H 0.0069 -6.4377 2.6903  0.37
H -1.6093 -8.0732 3.5927  0.36
C 3.1048 -2.0176 5.6169  -0.34
C 2.7845 -0.7105 5.2777  -0.65
C 3.7915 0.1997 4.9882  0.05
C 5.1190 -0.2009 5.0337  -0.27
C 5.4406 -1.5082 5.3712  -0.43
C 4.4333 -2.4163 5.6650  -0.41
H 2.3187 -2.7261 5.8442  0.39
H 1.7486 -0.3999 5.2380  0.37
H 3.5435 1.2200 4.7263  0.26
H 5.9046 0.5081 4.8055  0.32
H 6.4767 -1.8195 5.4056  0.36
H 4.6836 -3.4350 5.9318  0.35

---

Record 5
DFT (ωB97M-V/def2-TZVPD) results for the ion C7H14NO with charge +1 at a distorted geometry.

SMILES: CC(=O)[C@]1(C)[NH2+]C1(C)C
DFT total energy: -404.79681 hartree
Orbital gap: 11.1 eV
Net charge: +1
ΔE to the lowest compared entry with this formula, charge and spin: 2.738 eV
Lowest unoccupied orbital energy: -3.368 eV

Last column: natural (NBO) charge in e.
Element x y z (Å)
C 1.2177 0.3332 -2.4143  -0.72
C 0.1255 -0.4088 -1.7655  0.61
O -0.9376 -0.6090 -2.2902  -0.54
C 0.1994 -0.6824 -0.2357  0.01
C 1.4948 -1.1203 0.2650  -0.65
N -1.0096 -1.2047 0.1926  -0.53
C -0.8902 0.1685 0.6328  0.20
C -0.6190 0.4306 2.0002  -0.65
C -1.6745 1.1984 -0.1630  -0.65
H 2.1238 -0.0929 -1.9318  0.23
H 1.1449 1.3868 -2.2027  0.27
H 1.1465 0.1118 -3.5113  0.28
H 1.6983 -0.9873 1.3615  0.25
H 2.2555 -0.5742 -0.3003  0.25
H 1.5034 -2.2326 0.1122  0.24
H -1.4942 -1.5509 -0.5945  0.46
H -1.0624 -1.9384 0.9473  0.44
H 0.1485 1.2860 1.8965  0.27
H -0.2116 -0.6018 2.5250  0.22
H -1.4655 0.8338 2.5875  0.27
H -2.6814 1.2381 0.2347  0.24
H -1.7305 0.9015 -1.2739  0.26
H -1.1822 2.1211 -0.0356  0.24

---

Record 6
DFT (ωB97M-V/def2-TZVPD) results for a structure of composition C4H5CrLiO7 at a distorted geometry.

⟨S²⟩: 4.11
DFT total energy: -1733.77454 hartree
Orbital gap (alpha / beta): 5.1 / 4.6 eV
Net charge: +1
2S+1: 4
Lowest unoccupied orbital energy (alpha / beta): -6.347 / -6.770 eV

Last column: natural (NBO) charge in e.
Element x y z (Å)
O -4.0328 1.6567 -1.1637  -0.66
C -2.9171 1.0737 -0.9865  0.97
O -2.6094 0.0916 -1.7323  -0.70
O -2.1158 1.5303 -0.0672  -0.44
C -0.8236 0.9098 0.1007  -0.11
O 1.1416 1.0343 1.4298  -0.30
C 3.1138 -2.2090 0.1614  0.95
C -0.0860 1.6019 1.2423  -0.17
O 3.8058 -1.1787 0.0007  -0.80
O 1.8696 -2.2115 0.3314  -0.86
Cr -4.2994 0.2972 -2.5336  1.48
Li 2.1069 -0.1716 0.5343  0.91
H -0.2607 1.0113 -0.8388  0.21
H -0.9660 -0.1576 0.3224  0.23
H -0.0375 2.6875 0.9937  0.27
H -0.7360 1.5353 2.1456  0.24
O 3.7470 -3.3964 -0.0178  -0.69
H 3.0996 -4.1049 0.0776  0.49

---

Record 7
DFT (ωB97M-V/def2-TZVPD) results for a structure of composition C22H33CdN7O4.

DFT total energy: -1709.76205 hartree
Orbital gap: 8.8 eV
Net charge: +2
Lowest unoccupied orbital energy: -4.663 eV

Last column: natural (NBO) charge in e.
Element x y z (Å)
Cd 0.7800 0.0727 0.8160  1.71
N -1.2120 0.2552 2.0632  -0.91
C -2.3255 0.4596 1.1094  -0.18
C -3.4761 1.3137 1.7068  -0.42
C -4.8365 0.6087 1.8522  -0.41
C -5.7614 0.8012 0.6527  -0.21
N -5.1395 0.3604 -0.5882  -0.59
C -5.4291 -0.6927 -1.3206  0.68
N -6.5108 -1.4513 -1.1136  -0.77
N -4.5812 -1.0196 -2.3068  -0.78
C -1.8113 1.0245 -0.2394  0.80
O -2.6510 1.1491 -1.1432  -0.72
O -0.5829 1.3135 -0.3585  -0.84
H -1.3894 -0.5334 2.6762  0.40
H -1.1218 1.0655 2.6682  0.39
H -2.7089 -0.5349 0.8648  0.22
H -3.6001 2.2355 1.1334  0.23
H -3.1576 1.6251 2.7032  0.22
H -5.3570 1.0155 2.7207  0.24
H -4.6906 -0.4566 2.0524  0.21
H -5.9928 1.8615 0.5383  0.22
H -6.7133 0.2992 0.8185  0.20
H -4.2401 0.8252 -0.8272  0.46
H -7.2198 -1.1735 -0.4598  0.42
H -6.7335 -2.2077 -1.7364  0.42
H -3.7729 -0.4364 -2.4662  0.44
H -4.8167 -1.7147 -2.9918  0.42
O 3.4575 -2.5779 2.6236  -0.59
C 2.6262 -1.9668 1.9876  0.73
O 2.1406 -0.8066 2.2739  -0.91
C 2.1292 -2.6115 0.6796  0.13
C 2.5649 -3.9088 0.3514  -0.23
C 2.1631 -4.4564 -0.8311  -0.09
C 1.3404 -3.7157 -1.7128  -0.12
C 0.9130 -4.2131 -2.9667  -0.15
C 0.1394 -3.4443 -3.7872  -0.20
C -0.2425 -2.1438 -3.3901  -0.18
C 0.1452 -1.6375 -2.1809  -0.25
C 0.9470 -2.4196 -1.3194  0.23
N 1.3486 -1.9085 -0.1154  -0.63
H 3.2056 -4.4225 1.0522  0.27
H 2.4753 -5.4543 -1.1140  0.24
H 1.2177 -5.2083 -3.2648  0.23
H -0.1755 -3.8235 -4.7497  0.23
H -0.8369 -1.5361 -4.0605  0.22
H -0.1380 -0.6324 -1.8857  0.22
C 5.0690 1.7469 0.0520  -0.25
C 3.8466 0.8294 0.2521  -0.27
N 2.6696 1.6300 0.6430  -0.48
C 2.4904 2.7378 -0.3096  -0.26
C 3.6498 3.7461 -0.1702  -0.25
N 4.7228 3.0827 0.6471  -0.33
C 4.2500 2.8990 2.0626  -0.25
C 2.8933 2.1705 1.9999  -0.28
H 5.3086 1.9158 -0.9964  0.23
H 5.9555 1.3748 0.5615  0.25
H 4.0253 0.0983 1.0381  0.26
H 3.6274 0.2943 -0.6712  0.24
H 1.5351 3.2247 -0.1222  0.25
H 2.4508 2.3222 -1.3158  0.23
H 3.3605 4.6524 0.3588  0.24
H 4.0828 4.0227 -1.1292  0.24
H 5.5542 3.6717 0.6470  0.45
H 4.1792 3.8837 2.5198  0.24
H 5.0116 2.3215 2.5835  0.24
H 2.0781 2.8568 2.2303  0.22
H 2.8704 1.3410 2.7048  0.28

---

Record 8
DFT (ωB97M-V/def2-TZVPD) results for a cluster of 5 separate species, C2H14NO4S in total at a distorted geometry.

DFT total energy: -838.52029 hartree
Orbital gap: 7.4 eV
Net charge: -1
ΔE to the lowest compared entry with this formula, charge and spin: 1.303 eV
Lowest unoccupied orbital energy: 3.604 eV

Last column: natural (NBO) charge in e.
Element x y z (Å)
C -1.1803 0.1978 1.2529  -0.24
C -0.2483 -1.0773 1.3638  -0.52
S -1.0413 -2.2787 0.0546  -0.72
N -0.5002 1.3473 0.4459  -0.89
H -1.3241 0.6918 2.2505  0.16
H -2.1649 -0.1410 0.8948  0.21
H -0.3751 -1.6162 2.3372  0.20
H 0.8199 -0.9179 1.2644  0.18
H -1.2385 1.7882 -0.1401  0.35
H 0.1361 0.9201 -0.2131  0.37
H 1.6229 -0.9113 -0.3699  0.45
H 0.9181 -2.2525 -0.8215  0.50
O 1.8213 -1.7939 -0.8728  -1.01
H -0.7810 -0.3521 -2.1632  0.49
H 0.7210 -0.4127 -2.0291  0.49
O -0.0384 0.1119 -2.4048  -0.99
H 0.4026 2.2372 -2.4422  0.50
H -0.3414 3.1007 -1.2493  0.48
O 0.1290 3.1010 -2.1798  -0.98
H 1.4181 1.0932 2.9363  0.45
H 0.8575 2.1040 2.0324  0.50
O 1.5958 1.9526 2.7095  -0.96